1.
C8H20Br4GaNO3P | the ωB97M-V functional and the def2-TZVPD basis

Results
relative energy (zero: lowest compared OMol25 entry of this formula, charge and spin) = 0.0 kcal/mol
energy = -13159.522793 a.u.
net charge = -1

Geometry (Å):
C -1.9525 -0.0252 0.8328
N -0.9971 -0.8111 0.0629
C 0.1020 -1.3635 0.8641
C -0.4657 -0.1463 -1.0910
O -0.1504 -0.8130 -2.0108
C -0.2991 1.3072 -1.1047
Ga 1.5856 1.9300 -1.6548
P 3.3713 0.5136 -1.0335
O 3.1884 -1.0127 -1.7327
O 3.2633 0.3122 0.6408
H -2.5918 -0.6890 1.3969
H -1.4913 0.6844 1.5180
H -2.5658 0.5373 0.1456
H 1.0749 -1.0721 0.4892
H 0.0686 -1.0481 1.8983
H 0.0339 -2.4448 0.8639
H -0.5463 1.7905 -0.1687
H -0.9850 1.6995 -1.8404
H 1.8584 3.3223 -0.8829
H 1.7487 2.1877 -3.2276
H 3.8523 -1.0456 -2.4259
H 4.1249 0.0400 0.9744
Br -4.1302 1.2559 -1.9793
C -3.7636 -0.6411 -2.2231
C -4.1122 -1.1017 -3.6099
Br -6.0388 -1.3120 -3.8455
H -4.3125 -1.1691 -1.4505
H -2.6932 -0.7521 -2.0478
H -3.6921 -2.0865 -3.7987
H -3.7773 -0.4122 -4.3770
Br 0.3914 0.8876 3.6615
C 2.1612 0.6432 4.4287
C 3.1368 0.1327 3.4008
Br 2.8878 -1.7669 3.0611
H 2.0540 -0.0243 5.2775
H 2.4591 1.6296 4.7787
H 4.1571 0.2247 3.7682
H 3.0452 0.6390 2.4417

---

2.
C8H20BrNO | the ωB97M-V functional and the def2-TZVPD basis

Results
relative energy (zero: lowest compared OMol25 entry of this formula, charge and spin) = 22.3 kcal/mol
energy = -3020.744065 a.u.

Geometry (Å):
C 0.6540 1.8971 1.8576
C 0.5950 1.5738 0.3939
N -0.5311 0.5823 -0.1183
C -1.8073 1.4468 0.0502
C -0.1853 0.2446 -1.5388
C -1.3039 -0.6443 -2.2652
C -0.6100 -0.6522 0.8008
C 0.6622 -1.4207 0.8856
O 0.8053 -2.3798 -0.1218
C 1.9324 -3.1109 0.1653
H -0.1367 2.5554 2.2445
H 1.5828 2.4576 1.9049
H 0.6878 1.0673 2.5515
H 1.5895 1.2165 0.0048
H 0.4323 2.4957 -0.0959
H -2.6205 0.8416 -0.2945
H -1.7244 2.2346 -0.6214
H -1.9976 1.8568 1.0362
H 0.7110 -0.3578 -1.4246
H -0.1134 1.1997 -1.9836
H -1.4990 -1.6275 -1.8042
H -0.8521 -0.8359 -3.2286
H -2.1876 -0.0461 -2.3663
H -1.4006 -1.2861 0.6095
H -0.8629 -0.2480 1.8288
H 0.6711 -1.9733 1.8684
H 1.5130 -0.7154 0.9989
H 1.8779 -3.5309 1.2283
H 2.8667 -2.5313 0.1154
H 1.9711 -3.9070 -0.5879
Br -0.7198 3.5973 -2.0936

---

3.
C8H20BrO4Sr | the ωB97M-V functional and the def2-TZVPD basis

Results
relative energy (zero: lowest compared OMol25 entry of this formula, charge and spin) = 0.0 kcal/mol
energy = -3222.339480 a.u.
net charge = +1

Geometry (Å):
Sr -1.2167 -0.8735 -0.9756
Br 0.7616 -2.0825 -2.8423
C 0.9311 -3.1758 0.7642
O -0.3904 -2.6785 0.5618
C -1.0014 -2.4025 1.8296
C -0.6272 -1.0403 2.3741
O -0.7774 -0.0598 1.3531
C -0.3510 1.2058 1.8537
H 1.4345 -3.2476 -0.2001
H 0.9685 -4.1608 1.2296
H 1.5243 -2.4719 1.3526
H -0.8288 -3.1925 2.5623
H -2.0922 -2.4543 1.7142
H 0.4115 -1.0625 2.7261
H -1.2132 -0.7991 3.2651
H -0.4045 1.9740 1.0845
H 0.7007 1.1663 2.1406
H -0.9999 1.5110 2.6748
C 2.3102 0.0091 -0.3781
O 1.0432 0.5702 -0.6941
C 1.1475 1.4315 -1.8066
C -0.1319 2.3073 -1.8860
O -1.2911 1.4905 -1.8218
C -2.4905 2.2598 -1.8672
H 2.6364 -0.6969 -1.1441
H 2.2568 -0.5162 0.5699
H 3.0626 0.7987 -0.3203
H 1.2589 0.9000 -2.7539
H 1.9712 2.1415 -1.6987
H -0.1022 2.7634 -2.8786
H -0.0219 3.0781 -1.1210
H -2.6969 2.7723 -0.9272
H -3.3177 1.5696 -2.0452
H -2.4642 2.9655 -2.6952

---

4.
C8H20CsO6S | the ωB97M-V functional and the def2-TZVPD basis

Results
relative energy (zero: lowest compared OMol25 entry of this formula, charge and spin) = 0.0 kcal/mol
energy = -1186.372139 a.u.
net charge = +1

Geometry (Å):
Cs -1.2615 1.4717 1.1197
C 2.9961 -1.7963 -2.0702
C 4.0789 -1.1353 -1.2125
C 3.3504 -0.2203 -0.2487
S 1.9833 0.4560 -1.2541
O 2.3440 1.8129 -1.5669
O 0.7159 0.1561 -0.6214
C 2.2222 -0.6325 -2.6568
H 2.3136 -2.3793 -1.4455
H 3.4202 -2.4420 -2.8352
H 4.7081 -0.5120 -1.8480
H 4.6560 -1.9047 -0.7053
H 3.9051 0.6686 0.0353
H 2.8698 -0.7074 0.5975
H 2.8301 -0.1141 -3.4050
H 1.2774 -0.7429 -3.1895
C -0.8253 -1.0287 5.7337
C -1.5679 -0.2720 4.6700
O -0.7049 0.4255 3.7571
O -0.2739 -2.2078 5.1530
H -1.5138 -1.3187 6.5321
H -0.0555 -0.4064 6.2069
H -2.2105 0.4879 5.1318
H -2.2447 -0.9763 4.1859
H 0.0412 0.6921 4.3043
H 0.6479 -2.2896 5.4079
C -3.8644 1.3053 -3.4818
C -2.7309 0.8202 -2.5893
O -2.5781 1.7488 -1.5115
O -3.7547 2.7034 -3.6056
H -4.7908 1.0222 -2.9606
H -3.8800 0.8309 -4.4652
H -1.7878 0.8916 -3.1383
H -2.9752 -0.1651 -2.2101
H -2.8099 2.6283 -1.8345
H -4.5302 3.1300 -3.9795

---

5.
C8H20N2 | the ωB97M-V functional and the def2-TZVPD basis

Results
SMILES = C[C@@H](N)[C@@](C)(N)C(C)(C)C
relative energy (zero: lowest compared OMol25 entry of this formula, charge and spin) = 8.8 kcal/mol
energy = -426.309844 a.u.

Geometry (Å):
C -0.7246 0.7308 -2.2778
C -0.9547 0.9902 -0.7774
N -2.4358 1.3874 -0.6788
C -0.5861 -0.1963 0.1937
C -1.2346 0.0059 1.5865
N -1.1258 -1.4520 -0.3351
C 1.0890 -0.2824 0.3528
C 1.5912 0.7449 1.3941
C 1.5048 -1.6851 0.8607
C 1.8952 -0.0331 -0.9353
H -1.6220 0.9220 -2.8784
H -0.4344 -0.2975 -2.5089
H 0.0441 1.4033 -2.6697
H -0.4125 1.8912 -0.4784
H -2.6480 1.7096 0.2634
H -3.0166 0.5710 -0.8531
H -1.0426 1.0131 1.9701
H -0.8635 -0.7174 2.3191
H -2.3234 -0.1164 1.5524
H -1.0695 -2.1989 0.3537
H -2.0905 -1.3579 -0.6390
H 1.2715 1.7616 1.1468
H 1.2391 0.5079 2.4036
H 2.6872 0.7506 1.4503
H 0.9722 -1.9703 1.7720
H 2.5780 -1.7245 1.0871
H 1.3237 -2.4561 0.1029
H 2.9693 -0.1826 -0.7627
H 1.8039 1.0019 -1.2775
H 1.6154 -0.7209 -1.7373

---

6.
C8H20N2 | the ωB97M-V functional and the def2-TZVPD basis

Results
relative energy (zero: lowest compared OMol25 entry of this formula, charge and spin) = 0.0 kcal/mol
energy = -425.628329 a.u.
net charge = +2

Geometry (Å):
C 0.5415 0.7002 -2.4152
C -1.1098 0.2487 0.7963
C -0.1598 1.3997 1.0715
C -2.0087 0.6390 -0.2933
C -0.3711 -1.1782 2.5787
C -2.2001 -1.8869 1.1811
C 1.9474 -0.8064 -1.0893
C 2.6028 1.4558 -1.6734
N -1.2171 -0.9113 1.4153
N 1.6421 0.4598 -1.7863
H -0.2010 -0.1141 -2.5790
H 0.2693 1.5908 -2.8853
H 0.1693 1.8861 0.1465
H 0.7607 1.0005 1.3364
H -0.5498 2.0299 1.8209
H -3.1192 0.4994 -0.0886
H -1.8240 0.0945 -1.3000
H -1.9404 1.6352 -0.6344
H 0.0122 -2.2120 2.3900
H 0.5026 -0.4772 2.7405
H -0.9605 -1.1658 3.4084
H -3.0092 -1.7009 1.9693
H -2.6528 -1.6365 0.2143
H -1.8285 -2.8984 1.3890
H 1.4451 -1.7191 -1.6145
H 3.0485 -1.0143 -1.0362
H 1.5499 -0.8543 0.0414
H 3.4722 1.0149 -2.2466
H 2.2245 2.3992 -2.1854
H 2.9639 1.5218 -0.6719